Record 1
C5H14 | ωB97M-V with the def2-TZVPD basis set

Molecular weight, g/mol: 74.17
Electronic energy, eV: -5410.253
HOMO-LUMO gap, eV: 11.8215
ΔE to the lowest compared entry with this formula, charge and spin, eV: 1.796
Structure (SMILES): CCC.CC

XYZ file:
```
19
Properties=species:S:1:pos:R:3:forces:R:3
H -1.680 2.117 -0.743 1.16 0.26 1.57
H 0.003 -0.682 -0.755 0.16 -1.85 1.49
H -0.392 -1.057 0.920 0.74 -0.35 0.23
H -1.645 -2.933 0.317 1.67 1.09 -2.07
H 2.125 -1.171 0.856 0.64 0.82 1.75
H 1.734 -2.908 0.477 -0.18 0.50 1.24
C -1.240 2.821 0.061 -2.54 0.25 -1.52
C -0.610 -2.810 -0.326 -3.16 -1.17 2.59
H 0.665 3.986 0.249 -0.49 0.75 0.37
C 1.605 -1.836 0.245 -0.05 -1.74 -0.17
H -1.866 3.685 -0.258 0.66 0.11 0.58
H -0.843 -2.918 -1.417 0.49 -0.38 1.18
C 0.240 3.045 -0.049 1.29 -1.64 0.41
H -0.232 -3.704 0.271 0.58 0.78 -1.74
H 2.296 -1.898 -0.568 -0.36 0.73 -1.83
H 0.740 2.305 0.682 -0.35 0.78 -1.67
C 0.130 -1.530 0.077 -0.55 1.59 -2.66
H 0.558 2.946 -1.107 0.12 -0.45 0.73
H -1.589 2.544 1.068 0.16 -0.09 -0.47
```
Positions in Å, forces in eV/Å.

***

Record 2
C5H10O2 | ωB97M-V with the def2-TZVPD basis set

Molecular weight, g/mol: 102.13
Electronic energy, eV: -9440.974
HOMO-LUMO gap, eV: 10.9593
ΔE to the lowest compared entry with this formula, charge and spin, eV: 2.069

XYZ file:
```
17
Properties=species:S:1:pos:R:3:forces:R:3
H 1.099 2.518 -0.036 -0.02 -0.16 0.12
H 0.297 -0.669 1.770 0.10 0.11 0.12
H 0.081 2.019 1.332 0.11 -0.06 -0.08
H 2.026 0.226 -0.223 -0.11 -0.01 0.08
H 1.848 2.030 1.502 -0.10 -0.01 -0.10
C 1.103 0.371 0.355 0.03 0.14 -0.24
H -0.092 -1.944 -1.727 -0.05 0.10 0.00
C -0.409 -1.466 -0.801 0.09 -0.12 -0.08
C 1.025 1.826 0.813 -0.02 0.02 0.04
C -1.839 -0.940 -0.679 -0.22 -0.27 -0.07
H -2.270 -0.669 -1.658 0.06 -0.03 0.27
H -2.571 -1.507 -0.098 0.12 0.11 -0.03
O 1.198 -0.518 1.453 -0.22 -0.04 0.12
O -1.361 0.233 0.012 -0.04 0.10 0.03
H 0.030 0.568 -1.505 0.05 -0.04 0.12
H -0.114 -2.082 0.054 -0.09 0.11 -0.19
C -0.051 0.006 -0.562 0.32 0.04 -0.10
```
Positions in Å, forces in eV/Å.

***

Record 3
C6H8FN | ωB97M-V with the def2-TZVPD basis set

Molecular weight, g/mol: 113.13
Electronic energy, eV: -10554.773
HOMO-LUMO gap (spin up / spin down), eV: 6.8628 / 8.1895
Multiplicity: 3
ΔE to the lowest compared entry with this formula, charge and spin, eV: 0.000

XYZ file:
```
16
Properties=species:S:1:pos:R:3:forces:R:3
H -0.555 2.150 -0.343 -0.09 0.57 0.05
H -1.833 -2.037 0.147 -0.06 1.57 0.07
C 0.266 -0.654 -1.231 0.88 -1.46 1.59
H -0.339 -0.805 -2.102 -0.47 -0.12 -0.46
C -0.558 -0.046 -0.037 1.67 -0.64 0.79
H 0.495 -1.677 -0.745 0.01 1.20 -1.33
H 1.309 0.554 1.049 0.11 -0.52 -0.35
N -2.464 1.308 -0.110 -4.26 -2.61 0.76
C -2.849 0.024 0.106 -1.17 5.48 -1.05
F -4.131 -0.192 -0.002 -0.64 -1.05 0.28
H 1.247 -0.228 -1.579 -1.00 0.11 0.83
H 0.506 -0.979 1.703 0.25 0.59 -0.30
H -0.133 0.735 2.022 0.72 -1.70 -1.37
C -1.797 -0.912 0.179 2.14 -2.11 -0.05
C 0.374 0.016 1.230 -1.43 1.03 1.69
C -1.176 1.305 -0.122 3.33 -0.33 -1.15
```
Positions in Å, forces in eV/Å.

***

Record 4
C57H51FN4PtSi2 | ωB97M-V with the def2-TZVPD basis set

Molecular weight, g/mol: 1062.31
Electronic energy, eV: -87612.792
HOMO-LUMO gap (spin up / spin down), eV: 5.3926 / 5.0603
Multiplicity: 5

XYZ file:
```
116
Properties=species:S:1:pos:R:3:forces:R:3
C 0.412 -3.298 -3.973 -0.18 0.21 0.02
C 4.140 -0.399 -1.929 0.01 0.00 -0.13
H -2.760 8.357 4.171 0.01 -0.01 0.01
C -2.370 7.484 3.667 -0.02 -0.02 0.00
H -1.664 -3.822 1.103 0.02 -0.04 -0.01
H 0.030 -4.315 -3.868 0.03 0.00 -0.01
H 0.578 -0.176 -3.903 0.02 -0.01 0.03
H 6.038 0.666 0.647 0.02 0.00 -0.02
N 2.269 0.293 -0.825 0.28 -0.54 0.01
Pt 0.496 -0.461 0.060 0.00 0.33 -0.24
C 2.282 3.793 -5.586 0.02 0.02 -0.05
C 1.229 -5.274 -1.226 -0.02 0.11 0.25
C -1.130 7.532 3.042 0.00 0.06 0.00
C 6.297 -0.386 0.648 -0.05 -0.02 0.02
C 3.383 -0.461 -0.696 -0.18 0.58 -0.06
C 0.611 -2.268 -1.117 -0.41 0.10 0.46
H 1.444 5.000 -2.201 0.02 0.01 0.03
C 3.520 0.512 -2.724 0.15 -0.20 0.07
H 0.209 -2.970 -4.996 -0.03 -0.02 0.00
C -2.387 2.260 0.889 -0.10 -0.26 -0.02
Si 0.550 -3.878 -0.126 0.21 0.17 -0.30
C -1.027 3.174 5.942 0.00 0.09 0.04
C -0.630 6.426 2.380 0.07 -0.04 -0.05
C 0.008 3.969 0.575 0.03 0.25 -0.63
C 2.389 1.014 -1.974 -0.29 0.64 -0.43
H -2.908 -1.858 -2.703 -0.01 0.01 0.02
H 1.762 3.857 -6.532 -0.02 -0.04 0.01
C 6.935 -3.077 0.642 0.07 -0.01 0.00
C -0.114 4.175 6.246 -0.05 0.00 0.02
C 1.713 -3.642 1.354 -0.16 -0.26 -0.08
H 4.760 -0.235 3.364 -0.01 0.01 0.00
C 5.271 -1.333 0.660 0.11 0.11 -0.02
C -3.098 6.300 3.648 -0.02 0.03 0.07
C 1.818 2.268 -2.139 0.63 -0.72 -0.12
C 0.355 2.472 4.099 -0.27 0.12 0.05
C 7.624 -0.780 0.622 0.05 0.01 0.01
C 3.521 4.395 -5.442 0.03 0.03 -0.01
H -1.938 -1.915 4.292 0.01 -0.05 -0.02
C 1.026 4.466 -1.366 0.20 -0.40 -0.13
H 2.929 1.275 4.609 0.05 -0.02 -0.03
H 4.139 3.569 -2.217 -0.02 -0.01 0.01
N -0.387 1.726 1.914 0.10 0.63 0.60
H 2.135 -4.970 -1.755 0.01 0.01 0.01
C -1.114 -1.186 1.049 0.20 0.26 0.13
H 3.845 0.867 -3.688 0.02 0.01 0.02
H 2.750 -3.811 1.055 -0.01 -0.01 -0.03
H 8.407 -0.033 0.601 0.00 -0.01 0.01
H -2.443 -3.426 -3.351 0.03 0.01 -0.03
Si -0.406 -2.149 -2.697 0.42 -0.10 0.04
H 4.825 -3.433 0.686 -0.03 0.04 -0.02
H -3.158 4.260 2.991 -0.05 0.02 0.04
H 1.760 5.080 5.745 0.02 -0.01 -0.03
C -3.295 -1.888 2.642 0.01 0.01 -0.05
C -3.487 -1.680 1.293 -0.03 -0.01 0.05
H 8.983 -2.440 0.566 0.00 -0.01 0.03
H 0.739 2.638 -4.638 0.00 -0.02 0.04
H -0.314 4.854 7.064 0.03 -0.01 0.01
C 3.619 3.638 -3.166 -0.02 0.04 -0.04
H -1.772 -4.776 -0.382 0.02 0.00 0.01
H 1.494 -4.313 2.188 0.00 -0.05 -0.05
C 7.947 -2.130 0.608 -0.02 0.01 0.01
H 1.640 -2.619 1.715 -0.02 0.07 0.08
C 3.213 -0.346 1.739 -0.14 -0.01 -0.10
H -1.931 3.077 6.528 0.01 -0.08 0.00
H 0.489 -5.565 -1.975 0.01 0.00 0.01
H -1.492 1.526 4.648 -0.04 0.05 -0.07
H 1.466 -6.164 -0.636 -0.01 0.00 0.01
C 4.189 4.322 -4.226 0.00 0.00 0.00
C -1.664 1.579 -0.005 0.00 0.31 0.33
C -2.599 5.188 3.000 0.12 -0.12 -0.08
C 2.847 0.801 3.644 -0.03 0.01 0.13
C -2.395 -1.318 0.514 0.05 -0.03 -0.01
N 1.958 0.124 1.672 -0.48 0.10 -0.15
C 1.284 3.456 4.430 0.01 0.04 -0.09
C -1.470 2.686 1.952 0.25 0.26 0.00
H 5.049 -0.942 -2.132 0.04 0.05 0.02
H -2.564 -1.143 -0.539 0.03 0.01 -0.02
C 1.060 3.060 -1.221 -0.41 0.49 0.21
C 2.372 3.029 -3.306 0.01 -0.03 -0.07
C -1.127 -4.521 0.462 0.14 0.17 -0.02
H 1.494 -3.333 -3.839 0.01 0.04 0.00
H -0.471 0.357 -2.594 -0.03 0.02 0.00
C 0.427 5.020 -0.264 -0.18 0.08 0.22
H 2.177 3.572 3.827 -0.03 0.02 -0.02
H 0.354 6.466 1.934 -0.01 0.03 0.06
H -2.441 -3.160 -1.607 -0.03 0.01 -0.06
C -0.970 -1.422 2.420 -0.09 -0.03 0.05
C -0.219 1.492 0.461 0.03 -1.01 -0.07
H -3.416 2.578 0.817 0.02 0.03 -0.06
H 3.972 4.918 -6.276 -0.02 0.02 0.01
H 0.227 6.066 -0.108 0.00 -0.04 0.01
C -0.904 4.040 1.659 0.00 -0.28 0.35
C -0.368 -0.379 -3.394 -0.07 -0.21 -0.04
C 1.713 0.889 2.760 0.16 -0.26 0.00
H 1.654 -2.183 -1.459 -0.03 -0.25 -0.19
H -0.546 8.443 3.083 0.02 -0.02 -0.02
H -1.176 -0.215 -4.113 0.01 -0.05 -0.03
C 5.604 -2.682 0.667 -0.08 -0.08 0.00
C 3.869 -0.841 0.583 -0.08 -0.19 0.18
C -2.221 -2.696 -2.569 0.16 0.07 0.08
C -2.051 -1.756 3.227 -0.03 -0.07 0.02
H -4.474 -1.801 0.865 0.00 0.01 0.00
H -0.965 -5.441 1.031 0.06 -0.01 -0.01
N 0.420 2.766 -0.017 0.11 0.15 0.29
H 7.183 -4.130 0.641 -0.03 0.00 0.00
H 0.005 -1.342 2.888 0.00 0.04 -0.03
H -1.983 1.232 -0.977 0.02 -0.05 -0.03
C 3.773 0.023 3.016 0.15 -0.04 0.04
H -4.055 6.243 4.152 0.00 0.00 -0.02
C -0.793 2.322 4.876 -0.03 -0.11 -0.13
C 1.707 3.110 -4.520 -0.13 -0.01 0.01
C 1.047 4.304 5.500 0.00 0.04 0.03
C -1.364 5.230 2.326 0.02 0.02 0.16
H 5.153 4.797 -4.103 0.01 -0.02 -0.01
C 0.559 1.662 2.877 -0.38 -0.19 -0.48
F -4.354 -2.232 3.414 0.01 0.02 0.01
```
Positions in Å, forces in eV/Å.

***

Record 5
C3H8O3 | ωB97M-V with the def2-TZVPD basis set

Molecular weight, g/mol: 92.09
Electronic energy, eV: -9382.785
HOMO-LUMO gap, eV: 10.9532
ΔE to the lowest compared entry with this formula, charge and spin, eV: 1.017
Structure (SMILES): O=CO.CCO

XYZ file:
```
14
Properties=species:S:1:pos:R:3:forces:R:3
O -1.603 -1.178 -2.090 0.19 0.09 -0.31
H 1.165 2.039 1.628 -0.21 0.20 -0.08
H -1.653 0.069 0.027 0.32 -0.20 -0.39
H 0.540 0.463 1.137 0.04 -0.12 0.14
H 3.385 1.163 2.023 0.20 -0.04 0.22
H 2.139 0.230 2.969 0.32 0.33 0.14
C 2.552 0.473 1.985 -1.02 -0.33 -0.24
H -3.313 -1.845 -1.207 -0.08 -0.28 -0.11
O 1.880 1.345 -0.177 -0.15 -0.05 -0.06
C 1.431 1.095 1.157 0.37 -0.07 -0.15
H 2.850 -0.479 1.560 0.26 -0.05 -0.24
H 1.268 0.958 -0.815 0.19 0.09 0.23
O -2.307 -0.640 -0.013 -0.60 0.02 0.34
C -2.393 -1.262 -1.204 0.16 0.40 0.50
```
Positions in Å, forces in eV/Å.

***

Record 6
C22H19GaN3O2S2 | ωB97M-V with the def2-TZVPD basis set

Molecular weight, g/mol: 491.27
Electronic energy, eV: -105729.128
HOMO-LUMO gap, eV: 7.1812
ΔE to the lowest compared entry with this formula, charge and spin, eV: 1.086
Net charge: +1

XYZ file:
```
49
Properties=species:S:1:pos:R:3:forces:R:3
S 0.104 -4.334 -0.079 0.04 0.02 0.01
C -1.215 2.863 -0.230 0.15 0.31 0.00
C -0.353 5.075 -0.241 -0.04 0.03 0.00
C 1.670 -5.228 -0.285 -0.09 0.03 0.06
H -6.652 -0.142 0.361 0.02 -0.04 -0.01
C 0.075 2.331 -0.105 -0.11 -0.27 0.01
H -3.348 0.872 0.435 0.10 -0.01 0.02
H 3.407 4.757 0.060 0.00 -0.04 0.02
H 1.725 5.286 -0.103 -0.02 -0.04 -0.01
H 2.427 -0.288 -0.842 0.02 -0.10 -0.19
H -3.215 -3.624 -0.273 -0.02 0.01 0.00
H -2.062 2.202 -0.287 -0.02 0.00 -0.04
C -3.585 -1.541 0.047 0.01 0.00 -0.02
H 2.657 -4.591 1.537 -0.01 -0.02 0.05
H 1.525 -6.224 0.130 0.02 -0.03 -0.01
C 2.750 -4.482 0.460 0.02 0.03 -0.02
C -3.984 -2.875 -0.135 0.10 0.03 0.00
C 3.654 3.709 0.053 0.02 0.06 0.01
Ga 0.072 0.393 0.025 0.29 -0.02 -0.17
H 2.441 -0.329 0.761 0.10 -0.13 0.13
C -6.279 -2.238 0.035 -0.03 0.01 -0.01
H 3.749 -4.775 0.147 0.05 -0.02 0.00
C 3.078 1.426 0.003 0.00 -0.03 0.02
N 2.181 0.262 -0.024 -0.14 0.16 0.12
C -4.570 -0.558 0.228 0.06 0.05 0.04
H 1.889 -5.310 -1.347 0.05 -0.01 -0.05
C -2.153 -1.228 0.041 -0.21 0.17 0.02
C 0.927 4.562 -0.131 0.10 0.02 -0.01
H 4.712 0.050 0.024 0.00 0.02 0.00
C 0.826 -2.757 -0.008 -0.12 -0.01 -0.02
N -1.283 -2.175 -0.030 0.11 -0.17 0.02
C 2.631 2.745 0.005 -0.09 0.05 -0.01
C -5.310 -3.228 -0.143 -0.12 -0.07 -0.01
H -7.329 -2.502 0.029 0.04 0.01 0.00
H -5.601 -4.261 -0.286 0.02 0.08 0.01
C 4.998 3.396 0.088 0.02 0.03 0.00
O -4.306 0.752 0.434 -0.12 -0.07 -0.02
S 2.566 -2.726 0.048 0.03 0.06 -0.03
H 6.452 1.801 0.097 -0.04 0.01 0.00
C 5.404 2.070 0.074 0.02 0.05 0.00
C -5.915 -0.922 0.217 -0.09 -0.01 0.00
H -2.450 4.611 -0.401 0.06 -0.01 0.00
H -0.488 6.149 -0.286 0.01 -0.06 0.00
H 5.727 4.196 0.123 -0.05 -0.06 0.00
O -1.769 0.032 0.106 -0.10 -0.01 0.13
C 1.197 3.188 -0.068 -0.16 0.17 -0.04
N 0.035 -1.714 0.006 0.09 0.02 -0.04
C 4.430 1.098 0.033 0.03 -0.12 0.01
C -1.443 4.226 -0.302 0.00 -0.04 0.00
```
Positions in Å, forces in eV/Å.